No. 1
143
Properties=species:S:1:pos:R:3:mulliken_charge:R:1 method="wB97M-V/def2-TZVPD" total_charge=0 e_homo_ev=-8.4 spin_multiplicity=1 lumo_energy_ev=0.46 gap_ev=8.824
C -0.46 1.12 -5.52 -0.8735
O -0.69 1.66 -4.23 -0.2152
C -1.73 2.71 -4.18 -1.1821
C -1.86 3.18 -2.68 2.2678
C -2.93 4.21 -2.39 -1.6398
N -0.61 3.83 -2.26 -0.4350
H -1.41 0.80 -5.94 0.2964
H 0.18 0.24 -5.51 0.1653
H 0.03 1.85 -6.17 0.3008
H -1.52 3.54 -4.86 0.4427
H -2.69 2.30 -4.48 0.4058
H -1.96 2.25 -2.12 -0.9423
H -2.81 5.09 -3.03 0.3627
H -2.95 4.47 -1.33 0.2952
H -3.91 3.79 -2.62 0.4365
H 0.13 3.15 -2.32 0.0307
H -0.66 3.97 -1.26 -0.1317
C -2.92 7.64 0.23 -0.7954
O -2.31 6.55 0.81 -0.3539
C -0.98 6.28 0.35 -0.7996
C -0.42 5.05 1.07 0.1559
C 1.11 4.77 0.87 -0.8088
N -1.17 3.85 0.72 -0.3964
H -2.43 8.53 0.63 0.3257
H -3.99 7.63 0.48 0.2663
H -2.92 7.70 -0.86 0.3019
H -0.90 6.22 -0.73 0.3422
H -0.32 7.11 0.59 0.5693
H -0.59 5.17 2.14 0.6136
H 1.50 4.06 1.61 0.1512
H 1.68 5.69 0.97 0.5563
H 1.23 4.36 -0.13 -0.1026
H -0.93 3.10 1.36 -0.1453
H -2.11 4.09 0.97 0.2898
C -4.88 -0.30 6.88 -0.8084
O -4.05 -0.97 5.93 -0.2502
C -4.38 -2.31 5.58 -0.9817
C -3.23 -2.86 4.66 0.3159
C -1.83 -2.90 5.28 -1.4935
N -3.05 -2.12 3.44 -0.3710
H -5.83 -0.25 6.33 0.3308
H -4.49 0.72 6.94 0.2250
H -4.88 -0.81 7.84 0.2790
H -4.45 -2.86 6.52 0.4719
H -5.34 -2.35 5.08 0.4160
H -3.39 -3.88 4.30 0.3332
H -1.89 -3.54 6.16 0.3893
H -1.43 -1.91 5.49 0.2540
H -1.12 -3.34 4.57 0.5489
H -3.90 -2.09 2.89 0.1978
H -3.07 -1.17 3.77 0.2508
C 1.16 -1.35 -3.09 -0.8152
O 1.00 -0.67 -1.83 1.1984
C -0.29 -0.74 -1.30 -1.7580
C -0.28 -0.19 0.16 1.0082
C -1.58 -0.13 0.86 -1.9767
N 0.24 1.20 0.18 0.3391
H 1.45 -2.37 -2.85 0.0014
H 1.97 -0.98 -3.72 0.0103
H 0.21 -1.49 -3.60 0.3622
H -0.97 -0.25 -1.99 0.2162
H -0.59 -1.79 -1.30 0.5898
H 0.41 -0.78 0.77 0.3727
H -2.09 0.75 0.48 0.5259
H -1.37 0.00 1.92 0.1086
H -2.18 -1.05 0.85 0.5160
H 0.91 1.44 -0.54 0.3905
H -0.50 1.76 -0.24 -0.5564
C 3.57 0.37 -6.25 -0.9230
O 2.80 1.08 -5.29 -0.1168
C 3.53 1.65 -4.15 -0.7684
C 2.73 2.73 -3.34 0.2469
C 3.58 3.43 -2.29 -1.5223
N 1.59 2.13 -2.68 0.2709
H 4.11 -0.40 -5.69 0.3544
H 4.24 1.11 -6.69 0.3179
H 3.00 -0.22 -6.97 0.2529
H 3.85 0.80 -3.55 0.2017
H 4.39 2.21 -4.51 0.5358
H 2.36 3.47 -4.06 0.4956
H 4.40 3.96 -2.77 0.4943
H 3.98 2.66 -1.64 0.2359
H 3.11 4.19 -1.67 0.2992
H 1.95 1.23 -2.41 -0.4875
H 0.93 1.92 -3.41 0.2174
C 6.22 -3.00 3.28 -0.8308
O 6.02 -3.40 1.93 -0.3849
C 5.15 -2.55 1.20 -0.7213
C 4.53 -3.37 0.05 0.3337
C 3.53 -2.58 -0.75 -0.8479
N 3.72 -4.50 0.52 -0.5887
H 5.26 -3.24 3.74 0.3845
H 6.64 -2.03 3.52 0.2854
H 6.91 -3.76 3.65 0.2793
H 4.35 -2.24 1.88 0.2836
H 5.71 -1.71 0.79 0.4287
H 5.30 -3.74 -0.63 0.3854
H 3.99 -1.60 -0.90 0.3179
H 2.58 -2.41 -0.25 -0.0770
H 3.51 -3.06 -1.73 0.3121
H 3.04 -4.11 1.15 0.1648
H 4.39 -5.04 1.05 0.2510
C -4.02 -3.37 -0.64 -0.8628
O -2.70 -3.67 -0.34 -0.1313
C -2.51 -4.56 0.76 -0.7864
C -1.01 -4.35 1.21 1.1518
C -0.56 -5.45 2.20 -1.3673
N -0.70 -3.12 1.90 -0.4475
H -4.44 -2.70 0.10 0.3311
H -4.59 -4.29 -0.77 0.3785
H -3.99 -2.78 -1.55 0.1663
H -3.22 -4.36 1.56 0.2649
H -2.59 -5.58 0.40 0.4786
H -0.33 -4.40 0.37 -0.2938
H -0.92 -6.45 1.95 0.4344
H -1.00 -5.22 3.17 0.2682
H 0.52 -5.54 2.33 0.2313
H -1.37 -3.01 2.64 0.1315
H -0.91 -2.31 1.33 -0.3253
C 3.36 0.58 1.11 -0.2873
O 2.50 1.48 1.81 -0.7620
H 3.16 -0.41 1.51 0.2313
H 3.07 0.59 0.06 -0.2442
H 4.43 0.82 1.12 0.4597
H 1.65 1.47 1.38 0.3924
C 0.30 1.77 4.07 -0.4145
O 1.44 2.57 3.98 -0.6374
H 0.04 1.36 5.05 0.4114
H -0.54 2.30 3.62 0.2201
H 0.34 0.84 3.51 -0.0383
H 1.98 2.24 3.26 0.5313
C -4.45 0.04 -2.04 -0.3124
O -5.29 1.15 -1.80 -0.5246
H -4.48 -0.71 -1.24 0.0987
H -4.67 -0.32 -3.05 0.3635
H -3.41 0.34 -1.99 0.0418
H -6.19 0.96 -2.08 0.2982
C 1.83 -5.36 -2.39 -0.4430
O 2.65 -6.04 -1.48 -0.6213
H 1.18 -4.68 -1.84 -0.0094
H 2.41 -4.87 -3.17 0.2468
H 1.16 -6.03 -2.93 0.3808
H 2.94 -5.37 -0.85 0.5203

=====

No. 2
144
Properties=species:S:1:pos:R:3:mulliken_charge:R:1 method="wB97M-V/def2-TZVPD" total_charge=0 e_homo_ev=-7.4 spin_multiplicity=1 lumo_energy_ev=-0.07 gap_ev=7.381
C -5.13 -16.65 -14.99 -1.5562
C -5.70 -15.49 -15.75 -0.0007
O -5.87 -15.67 -17.13 -0.9010
H -4.08 -16.78 -15.28 0.3527
H -5.71 -17.55 -15.19 0.1851
H -5.16 -16.47 -13.92 0.4352
H -5.00 -14.66 -15.62 0.5652
H -6.61 -15.19 -15.23 -0.0599
H -6.17 -14.87 -17.56 -0.8630
C -9.77 -17.82 -19.74 1.2743
C -10.54 -19.04 -20.30 -1.8612
O -11.07 -18.71 -21.55 -0.5182
H -9.28 -18.03 -18.79 -0.4153
H -10.33 -16.90 -19.57 1.8713
H -8.96 -17.59 -20.43 -1.3753
H -11.37 -19.28 -19.63 0.6096
H -9.90 -19.92 -20.28 0.2482
H -11.85 -19.25 -21.72 0.3820
C -1.69 -16.64 -21.80 -2.1127
C -2.56 -16.22 -20.57 0.9806
O -2.65 -17.28 -19.64 -0.4191
H -1.68 -15.83 -22.53 0.2747
H -1.98 -17.59 -22.25 0.5043
H -0.68 -16.74 -21.40 0.5874
H -3.58 -15.91 -20.78 -0.6179
H -2.02 -15.36 -20.15 0.6192
H -3.36 -17.82 -19.99 0.0681
C -3.92 -14.77 -18.46 0.2623
C -2.51 -15.19 -18.10 -2.5981
O -1.66 -14.06 -18.08 -0.6172
H -4.26 -13.95 -17.82 0.1543
H -4.66 -15.56 -18.33 0.7785
H -4.02 -14.56 -19.53 0.5675
H -2.04 -15.94 -18.75 1.2523
H -2.52 -15.61 -17.10 0.3298
H -0.80 -14.44 -17.93 0.4371
C -4.06 -19.07 -18.34 -1.6983
C -4.38 -17.67 -18.00 1.3735
O -5.66 -17.59 -17.46 0.0516
H -3.06 -19.16 -18.77 0.5888
H -4.80 -19.42 -19.05 0.4367
H -4.05 -19.75 -17.48 0.4807
H -4.44 -17.10 -18.92 -0.1307
H -3.65 -17.14 -17.39 -0.5588
H -5.84 -16.67 -17.29 1.3649
C -3.23 -19.76 -21.24 -1.7580
C -4.38 -18.83 -21.65 0.8327
O -4.52 -17.82 -20.64 -0.5961
H -3.32 -20.00 -20.18 0.2666
H -2.26 -19.31 -21.45 0.3291
H -3.29 -20.62 -21.91 0.4419
H -5.30 -19.41 -21.74 0.2245
H -4.20 -18.30 -22.59 -0.5313
H -5.25 -17.26 -20.93 0.1298
C -7.51 -13.01 -16.02 -1.3000
C -6.43 -13.14 -17.09 -0.2344
O -6.65 -14.26 -17.97 -0.5588
H -8.50 -12.97 -16.48 0.2196
H -7.46 -12.12 -15.38 0.6044
H -7.59 -13.95 -15.48 0.0006
H -5.45 -13.24 -16.62 0.7179
H -6.39 -12.18 -17.60 0.5489
H -6.99 -13.90 -18.79 -0.4589
C -5.55 -13.27 -20.43 -0.6457
C -7.00 -12.90 -20.58 1.2303
O -7.83 -13.54 -19.60 -0.1198
H -5.38 -14.31 -20.73 -0.5580
H -5.24 -13.19 -19.39 0.0491
H -4.91 -12.61 -21.03 0.5145
H -7.26 -13.16 -21.60 -1.4624
H -7.22 -11.83 -20.57 0.4950
H -8.75 -13.56 -19.87 0.2123
C -8.29 -13.81 -22.93 0.0677
C -9.35 -13.99 -24.07 -1.1129
O -8.57 -14.06 -25.27 -0.6705
H -8.75 -13.72 -21.95 -0.2893
H -7.87 -12.81 -23.02 0.8324
H -7.49 -14.55 -22.82 -0.1245
H -10.03 -13.14 -24.08 0.5314
H -9.79 -14.98 -23.95 0.4232
H -9.12 -14.60 -25.84 0.4406
C -9.64 -15.03 -17.20 -2.0468
C -8.48 -15.91 -17.63 1.7479
O -8.99 -17.23 -17.62 -0.7384
H -9.39 -13.99 -17.41 -0.1465
H -9.99 -15.22 -16.19 0.2824
H -10.50 -15.27 -17.83 0.5855
H -7.63 -15.77 -16.96 0.1008
H -8.17 -15.69 -18.66 0.1405
H -8.24 -17.77 -17.89 1.2580
C -4.58 -16.90 -23.46 -1.2958
C -4.77 -15.45 -23.01 1.0711
O -4.04 -14.69 -23.87 -0.6649
H -4.67 -17.00 -24.55 1.3553
H -5.29 -17.60 -23.01 -0.4563
H -3.58 -17.16 -23.14 0.3325
H -4.44 -15.25 -21.99 -0.1132
H -5.82 -15.18 -23.04 -0.1183
H -4.36 -14.84 -24.76 0.4888
C -9.73 -15.35 -20.62 1.1826
C -10.37 -13.99 -20.75 -1.9758
O -9.62 -13.01 -20.01 -0.5216
H -8.73 -15.26 -21.04 0.8087
H -10.19 -16.04 -21.32 0.7605
H -9.70 -15.87 -19.66 -1.5670
H -11.38 -14.08 -20.35 0.6969
H -10.43 -13.59 -21.76 0.1571
H -10.27 -12.41 -19.63 0.6231
C -8.59 -19.84 -16.72 -1.7674
C -7.48 -18.85 -16.77 0.5396
O -7.33 -18.23 -18.06 0.6103
H -8.81 -20.26 -15.73 0.4932
H -8.30 -20.71 -17.31 0.3287
H -9.57 -19.50 -17.04 0.1712
H -6.57 -19.36 -16.45 0.3134
H -7.75 -18.12 -16.01 0.0736
H -6.43 -17.91 -18.14 -0.8409
C -7.78 -16.20 -25.13 -1.4751
C -7.45 -17.37 -24.22 -0.0829
O -7.69 -16.99 -22.88 0.5841
H -7.40 -15.22 -24.83 0.3722
H -8.87 -16.16 -25.21 0.5698
H -7.45 -16.45 -26.14 0.1376
H -6.37 -17.48 -24.31 0.3423
H -7.94 -18.29 -24.55 0.7013
H -8.63 -17.14 -22.76 0.3426
C -5.91 -16.02 -19.65 -1.4047
C -6.83 -16.18 -20.89 -1.3203
O -6.24 -17.08 -21.69 -0.6689
H -6.23 -15.21 -18.99 0.3433
H -4.84 -15.89 -19.84 -0.8803
H -5.98 -16.92 -19.04 0.0710
H -6.94 -15.19 -21.34 0.2701
H -7.81 -16.57 -20.62 -0.4472
H -6.85 -17.14 -22.42 0.5232
C -7.49 -19.56 -21.66 -1.6578
C -6.95 -19.28 -20.26 -0.0894
O -7.95 -19.63 -19.35 -0.7029
H -6.78 -19.10 -22.35 0.3092
H -8.52 -19.26 -21.83 0.0312
H -7.34 -20.63 -21.82 0.4166
H -6.69 -18.23 -20.19 0.5731
H -6.04 -19.84 -20.04 1.4261
H -7.81 -19.18 -18.51 0.4223

=====

no.,calculated total energy (a.u.)
1,-2485.6742
2,-2478.8983